No. 1
C20H60BF4N5O5 | ωB97M-V/def2-TZVPD

As for the energy relative to the best compared isomer or geometry (same formula, charge and spin): 141.0 kJ/mol. The total charge is +4. The calculation puts the highest occupied orbital energy at -18.303 eV.

Last column: Mulliken charge in e.
Atoms and positions in Å:
B (-0.21200, -1.37790, -0.23520)  0.6238
F (0.51149, -0.63455, -1.20319)  -0.3475
F (-0.54232, -2.60638, -0.78077)  -0.3243
F (0.56788, -1.56322, 0.93761)  -0.6983
F (-1.29929, -0.55556, 0.17412)  -0.4453
C (0.88213, 2.94712, 1.30283)  -1.3869
C (2.18188, 2.18750, 1.14380)  1.1735
C (3.37375, 2.99325, 1.66433)  -0.7002
O (3.30521, 3.23003, 3.01762)  -0.3930
C (4.18843, 4.20845, 3.53384)  -0.7128
N (2.06686, 0.83358, 1.79277)  -0.0383
H (2.96289, 0.36220, 1.97613)  0.4694
H (1.66237, 0.82378, 2.73580)  0.4376
H (1.53313, 0.09585, 1.29573)  0.0736
H (0.86935, 3.64270, 2.14751)  0.3542
H (-0.03981, 2.38831, 1.47900)  0.2441
H (0.74788, 3.61244, 0.44785)  0.4011
H (2.40227, 1.94326, 0.10881)  -0.4713
H (3.32657, 3.96462, 1.14870)  0.3282
H (4.24112, 2.41599, 1.31224)  0.4819
H (4.11798, 5.13486, 2.95148)  0.2961
H (5.21572, 3.84744, 3.60086)  0.3080
H (3.83452, 4.46753, 4.52936)  0.2944
C (-5.22921, -0.48329, 4.24933)  -1.4144
C (-4.39501, -1.10188, 3.12908)  0.2361
C (-5.25451, -1.68560, 2.01234)  -0.9679
O (-4.31932, -2.37174, 1.19002)  0.0189
C (-4.68356, -2.62799, -0.15272)  -0.7381
N (-3.49322, -0.04090, 2.50034)  -0.1084
H (-2.97797, -0.52084, 1.74555)  0.0412
H (-4.01468, 0.75108, 2.12841)  0.4075
H (-2.76620, 0.24316, 3.15659)  0.4134
H (-4.60190, -0.16833, 5.08450)  0.4139
H (-5.99504, -1.14738, 4.64178)  0.4037
H (-5.73011, 0.41551, 3.88190)  0.3877
H (-3.72131, -1.90750, 3.41337)  0.2512
H (-5.82856, -0.93733, 1.45204)  0.4624
H (-6.01294, -2.37888, 2.38230)  0.5010
H (-3.92134, -3.29668, -0.55314)  0.2266
H (-4.62742, -1.70414, -0.74079)  0.1435
H (-5.65398, -3.11695, -0.25166)  0.3722
C (-4.11803, 1.00593, -3.18214)  -1.4876
C (-2.85272, 0.22472, -3.39057)  0.4416
C (-2.30360, 0.37410, -4.78063)  -0.9674
O (-1.11296, -0.38823, -4.89032)  -0.3585
C (-0.01553, 0.34097, -5.43445)  -0.7173
N (-1.78230, 0.77315, -2.42140)  -0.1381
H (-2.11341, 0.96936, -1.47830)  0.2730
H (-0.99702, 0.11324, -2.33165)  0.2472
H (-1.44445, 1.64450, -2.83135)  0.4488
H (-4.60484, 0.99772, -2.20088)  0.3319
H (-4.93748, 0.76407, -3.85698)  0.4333
H (-3.90158, 2.07777, -3.27521)  0.4341
H (-2.89429, -0.82433, -3.09883)  0.2984
H (-2.25984, 1.40277, -5.15622)  0.4227
H (-3.04319, -0.04865, -5.47094)  0.4855
H (-0.05011, 0.39849, -6.52170)  0.3347
H (0.87180, -0.21645, -5.13124)  0.2607
H (0.08042, 1.33709, -4.98538)  0.3113
C (0.26091, -6.80398, 1.31938)  -1.4117
C (-0.06954, -5.34840, 1.66353)  0.1949
C (-1.51193, -4.87510, 1.46324)  -0.4344
O (-2.32421, -5.63487, 2.31308)  -0.4152
C (-3.71510, -5.39847, 2.19836)  -0.3319
N (0.39540, -5.12470, 3.08496)  -0.2496
H (-0.10346, -5.71466, 3.77075)  0.3956
H (1.38485, -5.35354, 3.18878)  0.3736
H (0.14727, -4.23699, 3.53400)  0.3142
H (1.32328, -6.98725, 1.48111)  0.4520
H (0.06216, -7.03753, 0.27546)  0.3833
H (-0.36711, -7.45953, 1.92191)  0.3700
H (0.52238, -4.65322, 1.06628)  0.2555
H (-1.79782, -4.90844, 0.40932)  0.4984
H (-1.63130, -3.83194, 1.79917)  0.0500
H (-3.88949, -4.39313, 2.59517)  -0.1230
H (-4.25735, -6.16784, 2.73846)  0.3738
H (-4.03297, -5.41534, 1.15069)  0.2555
C (6.96620, 4.88084, -2.60589)  -1.6231
C (5.55662, 4.28450, -2.45640)  0.3760
C (5.46345, 3.21776, -1.36625)  -1.0407
O (4.21794, 2.53198, -1.27654)  -0.1473
C (3.91421, 1.59652, -2.31352)  -0.7350
N (4.56920, 5.38081, -2.20811)  -0.1734
H (4.72479, 5.83108, -1.30265)  0.3910
H (4.58669, 6.13437, -2.90576)  0.4038
H (3.62462, 4.99718, -2.28703)  0.3179
H (7.07343, 5.55249, -3.45914)  0.4279
H (7.71678, 4.10241, -2.72996)  0.4080
H (7.26610, 5.48292, -1.74289)  0.4222
H (5.41565, 3.86014, -3.45087)  0.2415
H (5.60807, 3.58104, -0.34616)  0.3858
H (6.22766, 2.45172, -1.53109)  0.4815
H (4.79040, 1.03339, -2.64109)  0.3805
H (3.64972, 2.19601, -3.19698)  0.2868
H (3.03990, 1.00192, -2.06561)  0.1728

Atoms 1-6, force components in eV/Å:
0.55 -0.60 -0.40
-0.07 0.29 0.25
-0.42 0.62 0.50
0.36 0.29 0.13
-0.67 -0.03 -0.07
-0.69 0.98 0.27



No. 2
C20H60F6InN3O22S6 | ωB97M-V/def2-TZVPD

The calculation puts the highest occupied orbital energy at -9.923 eV.

Last column: Mulliken charge in e.
Atoms and positions in Å:
In (-2.20939, -1.25966, -2.68042)  1.3968
N (-1.10072, 0.85753, -4.34186)  -0.0852
S (0.05853, 0.80012, -5.43589)  0.8675
O (1.38329, 0.75347, -4.92081)  -0.3414
O (-0.25456, 1.39610, -6.68054)  -0.5503
F (-0.11389, -0.74934, -5.84042)  -0.2970
S (-0.92204, 2.46877, -3.95411)  0.7889
O (-1.72652, 3.31380, -4.74156)  -0.5122
O (0.35390, 2.87830, -3.49471)  -0.5296
F (-1.69637, 2.39246, -2.56548)  -0.1440
N (-2.29279, -3.93008, -1.98469)  -0.0241
S (-3.01822, -5.42551, -2.41015)  0.9214
O (-3.98232, -5.92826, -1.51820)  -0.4891
O (-2.16881, -6.24944, -3.16752)  -0.5607
F (-3.97374, -4.72990, -3.47132)  -0.2780
S (-1.26093, -4.48967, -0.91887)  0.9398
O (0.03788, -4.74651, -1.47864)  -0.8119
O (-1.75515, -5.26386, 0.15591)  -0.5944
F (-0.94118, -3.09158, -0.16940)  -0.1786
N (-0.73135, -0.26111, -0.51476)  0.5315
S (-0.98998, -0.30692, 1.17237)  0.3298
O (-1.57664, 0.85687, 1.71659)  -0.1049
O (-0.09189, -1.07524, 1.93737)  -0.4760
F (-2.20992, -1.29976, 1.09448)  -0.2839
S (0.65819, 0.50458, -0.40687)  -0.0100
O (1.77411, -0.32160, -0.05453)  -0.4927
O (0.71181, 1.87190, -0.01953)  -0.4563
F (0.85444, 0.66473, -1.99942)  0.0968
C (0.89038, -2.67891, 4.72759)  -0.7737
C (1.95173, -2.77031, 3.63311)  -0.0521
O (1.50294, -3.52389, 2.50959)  -0.5401
H (0.43301, -3.65082, 4.88320)  0.3186
H (0.08738, -1.98390, 4.45470)  -0.0558
H (1.35888, -2.23833, 5.61072)  0.3496
H (2.71793, -3.38695, 4.12213)  0.4149
H (2.45649, -1.85143, 3.32178)  0.0458
H (0.93666, -2.91596, 2.01670)  0.2488
C (2.84423, 4.48594, -1.26751)  -0.6602
C (2.18303, 4.84024, 0.04695)  0.7626
O (1.27289, 5.91598, -0.14400)  -0.5905
H (2.21455, 4.09799, -2.06562)  0.0441
H (3.55859, 3.67549, -1.04080)  0.0660
H (3.49048, 5.24614, -1.71413)  0.4338
H (2.95798, 5.11852, 0.77679)  0.2582
H (1.71095, 3.92262, 0.40834)  -0.4438
H (0.53044, 5.71470, 0.44809)  0.3174
C (-1.76807, 1.77508, 6.32471)  -1.5155
C (-1.68124, 1.08344, 4.98841)  0.8711
O (-2.82027, 1.41665, 4.18476)  -0.6168
H (-1.85057, 2.85612, 6.16228)  0.3353
H (-0.93802, 1.61965, 7.01191)  0.3558
H (-2.67417, 1.52471, 6.88358)  0.3486
H (-1.61554, -0.00132, 5.18200)  0.1183
H (-0.75999, 1.38197, 4.46909)  -0.2078
H (-2.56092, 1.12281, 3.29542)  0.2547
C (2.63284, -3.39361, -3.88486)  -1.4696
C (1.71148, -2.20049, -3.62678)  0.6890
O (0.49210, -2.66381, -3.13908)  0.0194
H (2.23783, -3.98179, -4.71815)  0.3859
H (2.57030, -4.11253, -3.06336)  0.2907
H (3.65006, -3.05790, -4.06713)  0.4202
H (1.61240, -1.61843, -4.54169)  0.1901
H (2.18782, -1.52923, -2.86910)  -0.1818
H (0.60047, -3.43343, -2.53029)  0.1241
C (4.76254, 1.97723, -3.41125)  -1.5477
C (4.33062, 0.94234, -2.42365)  1.6212
O (5.26662, -0.08683, -2.34175)  -0.5420
H (5.06879, 1.55237, -4.36615)  0.4238
H (5.60931, 2.50267, -2.95310)  0.4107
H (3.99940, 2.71624, -3.63956)  0.2919
H (3.34715, 0.47463, -2.70580)  -0.4462
H (4.28945, 1.35597, -1.39470)  -0.2628
H (4.91378, -0.85882, -1.83041)  0.4972
C (-5.08660, 1.75495, 0.91952)  -0.3896
C (-5.88737, 2.29179, -0.25246)  -0.5085
O (-6.31350, 1.21758, -1.10989)  -0.4910
H (-4.00130, 1.60666, 0.83636)  -0.2162
H (-5.40272, 0.79436, 1.34047)  0.3140
H (-5.13798, 2.42153, 1.79295)  0.4286
H (-5.21512, 2.93677, -0.82745)  0.2500
H (-6.73043, 2.86521, 0.11735)  0.3409
H (-5.54509, 1.01231, -1.64727)  0.2539
C (3.37628, 1.93936, 2.47202)  -1.1759
C (2.03880, 1.49491, 3.05405)  2.1429
O (2.05182, 1.69242, 4.46397)  -0.5964
H (4.20100, 1.31548, 2.84149)  0.4997
H (3.59510, 2.92950, 2.88446)  0.3875
H (3.47545, 1.90535, 1.38661)  -0.0401
H (1.94112, 0.43351, 2.78797)  -0.7228
H (1.17954, 2.01446, 2.63415)  -0.7736
H (2.81252, 1.22914, 4.82876)  0.3394
C (5.14359, -4.14088, -1.09216)  -1.2630
C (4.36387, -3.25405, -0.15686)  0.0371
O (4.03395, -1.98038, -0.77529)  -0.2939
H (5.87422, -3.51839, -1.62465)  0.2654
H (4.53809, -4.66665, -1.82503)  0.2366
H (5.78952, -4.86339, -0.59305)  0.4011
H (4.99191, -2.96430, 0.69650)  0.3092
H (3.48653, -3.75896, 0.25527)  0.2651
H (3.22668, -1.70294, -0.30783)  0.1933
C (-6.37619, -3.47465, -0.46726)  -1.2385
C (-5.70891, -2.10440, -0.50536)  -0.0543
O (-4.28886, -2.21831, -0.74948)  -0.1660
H (-7.31736, -3.41663, 0.07915)  0.3840
H (-5.78606, -4.23186, 0.06447)  0.3421
H (-6.45778, -3.90335, -1.46739)  0.3028
H (-5.84824, -1.63745, 0.47630)  0.1313
H (-6.19640, -1.50328, -1.26809)  0.3400
H (-3.95946, -2.82507, -0.07304)  0.0385
C (-2.26753, 4.43884, 1.10757)  -1.0450
C (-1.15698, 4.09619, 2.07599)  0.5526
O (-0.41680, 5.25460, 2.48675)  -0.6013
H (-1.93010, 5.24109, 0.44075)  0.3659
H (-3.22041, 4.76030, 1.52676)  0.3209
H (-2.45301, 3.57520, 0.46461)  0.0725
H (-0.41429, 3.49265, 1.53305)  -0.2190
H (-1.56749, 3.42991, 2.84414)  0.2942
H (0.03757, 5.00991, 3.30113)  0.3322

Atoms 1-6, force components in eV/Å:
1.31 -0.75 1.18
-0.17 1.47 -0.03
2.13 -4.94 -2.71
-0.04 0.86 0.20
-0.19 1.36 0.42
-0.65 0.11 0.59



No. 3
C20H60FK3O14P | ωB97M-V/def2-TZVPD

The total charge is -1. The calculation puts the highest occupied orbital energy at -1.585 eV.

Last column: Mulliken charge in e.
Atoms and positions in Å:
K (2.32226, 0.55585, 2.23976)  0.9037
K (0.72018, 3.77079, 0.01202)  0.8690
K (-1.42566, 1.47868, 1.87394)  0.7589
F (0.41124, 0.56762, -0.01493)  -1.1320
P (-0.72016, 4.31547, 3.21781)  0.1286
O (-2.04188, 3.66048, 3.73873)  -0.7225
O (-1.02238, 5.16997, 1.96087)  -0.8449
O (0.35221, 3.22780, 2.85208)  -0.5329
O (-0.18673, 5.18201, 4.38471)  -0.8668
C (1.47972, -1.70200, -4.58539)  -0.3568
C (0.92300, -3.04843, -5.06849)  -0.5152
O (-0.48500, -2.99714, -4.64999)  -0.5292
H (2.55117, -1.76463, -4.77562)  0.4048
H (1.38845, -1.65065, -3.50043)  -0.3114
H (1.14869, -0.77121, -5.04598)  0.4203
H (1.40262, -3.88133, -4.55436)  0.2657
H (1.03839, -3.26105, -6.13131)  0.3105
H (-0.88590, -2.18299, -4.96309)  0.3228
C (-2.87715, -3.04418, -0.68273)  -1.6163
C (-1.53379, -2.47534, -0.68482)  0.4997
O (-1.72959, -1.04036, -0.87788)  0.0548
H (-3.62924, -2.62179, -1.34910)  0.3334
H (-3.29377, -2.96142, 0.32111)  0.3092
H (-2.72574, -4.11182, -0.84188)  0.3885
H (-0.88160, -2.82646, -1.48448)  0.0227
H (-0.97519, -2.57409, 0.24594)  0.2383
H (-0.98481, -0.55409, -0.51670)  -0.0690
C (-3.35907, 1.24691, -3.01811)  -0.9243
C (-1.87538, 1.13025, -3.39348)  -0.0814
O (-1.43970, -0.16459, -3.62887)  -0.4180
H (-3.99170, 0.73835, -3.74561)  0.3176
H (-3.64949, 2.29710, -2.98875)  0.2705
H (-3.59566, 0.89955, -2.01240)  0.0989
H (-1.17186, 1.45541, -2.62704)  -0.0469
H (-1.60001, 1.84446, -4.16948)  0.4662
H (-1.55198, -0.63682, -2.80062)  0.2556
C (3.37918, -2.73521, -1.39176)  -1.3529
C (1.97338, -2.55231, -0.84783)  0.8150
O (2.05191, -1.65692, 0.24487)  0.1531
H (4.07875, -2.97536, -0.59112)  0.3388
H (3.67814, -1.84677, -1.94800)  0.1527
H (3.26911, -3.50449, -2.15609)  0.4260
H (1.72092, -3.52079, -0.41607)  0.2788
H (1.19261, -2.34613, -1.57993)  -0.7697
H (1.43829, -0.96488, -0.01234)  0.0259
C (-0.52080, -2.02200, 5.26982)  -0.6898
C (0.24441, -0.76027, 5.63472)  -0.3586
O (0.43013, -0.00322, 4.52048)  -0.2313
H (-1.35066, -1.62618, 4.68436)  0.0731
H (-0.92124, -2.38435, 6.21663)  0.3580
H (0.05729, -2.73370, 4.68043)  0.1179
H (1.24541, -0.99049, 5.99956)  0.3306
H (-0.35582, -0.18213, 6.33726)  0.3154
H (1.24241, 0.47010, 4.71485)  0.1652
C (2.83830, 1.93640, -4.06213)  -1.4130
C (1.55647, 1.89563, -3.32431)  0.6916
O (1.90240, 2.06715, -2.04861)  -0.3239
H (2.61386, 1.92857, -5.12875)  0.3939
H (3.39791, 1.05053, -3.76185)  0.1601
H (3.50152, 2.75444, -3.78099)  0.3503
H (1.06043, 0.93951, -3.49125)  -0.3392
H (0.96022, 2.73204, -3.68898)  0.2536
H (1.33634, 1.48333, -1.53839)  0.1473
C (2.31972, -3.71456, 3.48406)  -1.1999
C (3.11250, -2.70657, 4.30828)  -0.0948
O (3.31376, -1.50052, 3.62429)  -0.3007
H (3.06642, -4.28692, 2.93366)  0.3585
H (1.73242, -3.26101, 2.68564)  0.1734
H (1.69973, -4.44887, 3.99837)  0.3918
H (4.08949, -3.07902, 4.61631)  0.3472
H (2.49042, -2.41710, 5.15523)  0.1253
H (3.76086, -0.93522, 4.25843)  0.2157
C (-3.73829, 4.99750, -1.18465)  -0.9911
C (-3.88891, 4.11790, 0.06265)  -0.4006
O (-2.63876, 3.50157, 0.43886)  0.1788
H (-4.73129, 5.40409, -1.37632)  0.3962
H (-3.54365, 4.44375, -2.10312)  0.1186
H (-3.00393, 5.74742, -0.89066)  0.2990
H (-4.60987, 3.31553, -0.09398)  0.2423
H (-4.30049, 4.67550, 0.90394)  0.4354
H (-2.24013, 4.07070, 1.10127)  0.0023
C (5.43606, 1.93018, -0.95435)  -1.0929
C (4.54861, 1.00926, -0.20727)  1.2860
O (5.30247, 0.54326, 0.83367)  -0.5631
H (6.46341, 1.85755, -0.59748)  0.3371
H (4.96885, 2.88511, -0.71368)  0.2742
H (5.36370, 1.75133, -2.02715)  0.2169
H (4.33438, 0.14463, -0.83546)  -0.5103
H (3.60173, 1.48568, 0.04676)  -0.2854
H (5.17344, 0.96965, 1.68405)  0.3084
C (-6.06090, -0.50845, 2.30291)  -1.1603
C (-4.60927, -0.45719, 1.67733)  0.4040
O (-3.66363, -0.78056, 2.70900)  -0.4396
H (-6.03488, -0.43022, 3.38979)  0.3443
H (-6.40147, -1.52857, 2.12552)  0.3084
H (-6.80414, 0.17654, 1.89489)  0.3246
H (-4.31552, 0.52441, 1.30546)  -0.1441
H (-4.55463, -1.18254, 0.86556)  0.0366
H (-3.76371, -0.03711, 3.30806)  0.3167

Atoms 1-6, force components in eV/Å:
-0.94 0.23 -0.38
-0.75 0.35 1.14
-0.14 0.54 0.59
0.40 -0.10 -0.09
-0.69 2.02 4.08
0.18 -1.33 -1.48